This record from OMol25 describes C21H22Cl2MnN7O3S2 as an isolated structure. The level of theory is the ωB97M-V functional and the def2-TZVPD basis.

Properties
- HOMO energy (spin up / spin down): -4.02 / -4.28 eV
- Multiplicity: 2
- ⟨S²⟩: 1.11
- Total charge: -1
- F_max: 0.69 eV/Å
- Orbital gap (spin up / spin down): 6.682 / 6.944 eV

```
58
C21H22Cl2MnN7O3S2 (the ωB97M-V functional and the def2-TZVPD basis)
Mn -1.59941 -0.34921 0.31020
Cl -6.22864 1.76089 1.17842
Cl -3.45139 0.96667 1.68416
S -3.16882 -1.50593 -1.08484
S -1.99069 1.74291 -1.19698
O -1.18718 -1.00740 2.08875
O 2.21473 0.14905 -0.53988
O 0.11222 1.03137 0.64238
N -2.30399 -3.03105 -3.09793
N 2.38052 0.66402 0.59232
N 0.05729 0.60885 -2.43983
N -0.39078 -1.70716 -0.46274
N -0.67007 -2.42606 -1.62546
N -1.48541 1.74776 -3.79046
N 1.30321 1.03206 1.18026
C 1.92947 -0.72085 -3.27476
C -1.92289 -2.36177 -1.94123
C -0.80814 1.34262 -4.84338
C -4.81996 0.87920 0.55836
C -1.32476 1.79687 -6.17709
C 1.43546 1.56742 2.49980
C 1.58211 2.56819 5.08047
C -1.09355 1.34926 -2.56073
C 0.70056 -2.05847 0.11831
C 2.67725 1.92648 4.51342
C 0.33121 2.19653 3.05470
C 0.33674 -1.43081 3.81160
C 0.74807 0.15556 -3.50082
C -0.01131 -1.42403 2.43606
C 2.57401 -2.20368 3.32867
C 0.98510 -1.86871 1.52112
C 0.31618 0.51291 -4.75348
C 2.25107 -2.24261 1.99182
C 1.58907 -1.79492 4.23915
C 2.61173 1.41859 3.22746
C 0.41325 2.69717 4.34661
H 1.60679 -1.61906 -2.74508
H -4.50783 1.32037 -0.38155
H -2.29940 1.34110 -6.35590
H 0.84330 0.17003 -5.63087
H -0.45136 3.18507 4.77954
H -0.41957 -1.09414 4.51004
H 2.66554 -0.22642 -2.64390
H 3.44589 0.89104 2.79128
H -1.65508 -3.75965 -3.35736
H 2.98796 -2.56048 1.26123
H 3.59001 1.80326 5.08361
H 3.56005 -2.48985 3.67085
H -3.26659 -3.32690 -3.08792
H 2.36457 -1.00061 -4.23234
H 1.82107 -1.75452 5.29791
H 1.63935 2.95381 6.09085
H -1.46882 2.87673 -6.16341
H 0.40368 0.40564 -1.48396
H -5.08496 -0.16446 0.44388
H -0.65098 1.52575 -6.98854
H -0.57083 2.27104 2.46579
H 1.35497 -2.72949 -0.43856
```

---

This record from OMol25 describes a 4-piece molecular cluster, C21H22F24O6S overall. The level of theory is the ωB97M-V functional and the def2-TZVPD basis.

Properties
- SMILES: FC(F)C(F)(F)COC(F)(F)C(F)F.FC(F)C(F)(F)COC(F)(F)C(F)F.FC(F)C(F)(F)COC(F)(F)C(F)F.C=C[C@@H]1CCS(=O)(=O)OC1
- HOMO energy: -8.65 eV
- F_max: 3.22 eV/Å
- Orbital gap: 8.372 eV

```
74
C21H22F24O6S (the ωB97M-V functional and the def2-TZVPD basis)
S -1.14460 2.09872 1.20410
F 1.80551 -4.55613 7.90293
F 2.96008 3.81244 -6.49058
F -2.42341 0.52527 -6.18035
F 0.21245 -2.41671 8.24957
F -1.66414 -4.26640 -3.39432
F -3.56972 -2.11938 -3.70656
F -1.89849 -1.86633 0.54580
F -1.07700 -1.70602 -2.88523
F -5.09865 -3.65502 -3.74235
F -2.85631 -4.24268 -5.22565
F 0.70770 0.90160 4.92671
F 1.62068 2.16171 -4.81348
F 0.19764 -1.43016 -1.14604
F -1.28722 1.91330 -7.42210
F 1.36933 4.25045 -4.28819
F -0.58098 -1.24209 3.73150
F -0.69122 -2.22741 5.67630
F 1.04166 0.41707 -6.76033
F 1.81180 -0.96542 4.99118
F -1.44700 -3.56203 -0.75007
F 1.69549 -3.42214 6.04366
F -0.57474 -0.67149 -7.73226
F 2.09113 -2.31256 9.35239
F 1.24030 2.98458 -7.55548
O 0.80606 -0.16528 6.83625
O -0.31839 3.22212 -5.23305
O -1.26703 2.12016 -0.22880
O -0.53815 3.44115 1.76941
O -2.37398 1.88207 1.90124
O -3.90632 -3.44343 -1.91757
C -3.45701 -2.37847 -1.09722
C 4.05882 2.20128 0.91174
C -3.85938 -3.36578 -3.28794
C 2.15198 -3.39092 7.31153
C -1.20357 1.11421 -6.33624
C 1.80864 -0.80299 7.61222
C 1.54153 -2.23417 8.10671
C -0.22060 -0.02882 -6.59538
C -1.96064 -2.31532 -0.74632
C -1.08888 -1.37149 -1.57892
C 1.34592 1.13457 1.13482
C 1.04960 3.31341 -5.21210
C 0.87872 3.59090 1.41450
C -0.06175 0.71841 1.60748
C -0.98266 1.97868 -5.08313
C 1.70617 2.41917 1.91072
C -2.91053 -4.40970 -3.88557
C 1.60863 3.80173 -6.55223
C 3.20756 2.65786 1.88345
C -0.57673 -1.03257 5.07202
C 0.72632 -0.33888 5.48151
H -0.56194 1.39725 -4.26236
H -3.82850 -1.41600 -1.44883
H 2.79126 -0.71353 7.14914
H -3.95646 -2.55673 -0.14674
H -1.43734 -0.41801 5.34404
H 1.32477 1.39839 0.08001
H -0.09670 0.64407 2.68354
H 1.85366 -0.20019 8.51723
H 1.21046 4.49529 1.91262
H 3.24314 -3.31779 7.29913
H 2.06507 0.36127 1.37697
H 0.91540 3.72544 0.33478
H -0.24028 -0.74798 -5.77118
H 3.61794 3.22108 2.72071
H 1.41988 2.22403 2.94476
H -1.42637 -0.33408 -1.48096
H -0.37111 -0.19109 1.10064
H 4.82158 1.48608 1.20800
H -3.26723 -5.41567 -3.65646
H 4.05672 2.56774 -0.10933
H -1.98362 2.26031 -4.76118
H 1.24505 4.80903 -6.76479
```

---

This record from OMol25 describes an isolated molecule of C21H22F3NO3. The level of theory is the ωB97M-V functional and the def2-TZVPD basis.

Properties
- SMILES: CC(=O)c1ccc(OCCCC(=O)NCCc2ccc(C(F)(F)F)cc2)cc1
- HOMO energy: -8.83 eV
- F_max: 0.59 eV/Å
- Orbital gap: 9.197 eV

```
50
C21H22F3NO3 (the ωB97M-V functional and the def2-TZVPD basis)
F -6.32611 -0.40239 -0.68037
F -6.52045 0.97861 0.95594
F -5.52551 -0.90420 1.25065
O 2.63793 1.89987 1.62984
O -1.76961 -2.65047 -1.42232
O 3.77291 -0.89094 1.03580
N 1.87894 1.61154 -0.47326
C 1.58755 -1.35203 1.66720
C -3.59503 0.15945 -1.00388
C 4.61810 0.45677 -0.86520
C -2.64277 2.35200 0.40370
C 0.30135 -1.76189 1.40811
C 4.81587 -0.71719 0.10283
C 2.86195 1.75646 0.44993
C -0.06548 -2.17701 0.12400
C -2.44397 -2.72390 0.85984
C 2.56031 -1.35098 0.65982
C -4.35771 0.72916 0.00757
C -0.47722 2.29016 -0.87582
C -3.88484 1.82837 0.71186
C 2.21639 -1.81332 -0.60967
C 4.26462 1.76318 -0.14709
C -2.35778 0.69535 -1.30279
C -1.86617 1.79201 -0.60257
C -1.44933 -2.53435 -0.25684
C 0.50081 1.38364 -0.11625
C -5.67601 0.11346 0.37318
C 0.91904 -2.20907 -0.86459
H 3.84411 0.21107 -1.59463
H -3.95999 -0.69907 -1.54552
H -0.35909 3.32415 -0.55210
H 0.42433 1.55427 0.95949
H -1.76668 0.24337 -2.08449
H -2.62928 -1.77180 1.35371
H 1.87752 -0.99623 2.64237
H 2.12145 1.48740 -1.44327
H -0.42742 -1.73031 2.20194
H -3.38190 -3.09150 0.45211
H -4.48507 2.26610 1.49473
H 5.55586 0.58726 -1.40946
H -0.26352 2.23020 -1.94532
H 0.63887 -2.54891 -1.85108
H 2.94802 -1.86964 -1.40111
H -2.27144 3.20207 0.95566
H 4.99071 -1.64175 -0.46377
H 5.69187 -0.52464 0.72849
H 0.23640 0.34106 -0.32435
H -2.06384 -3.42930 1.59443
H 4.96796 1.94089 0.66681
H 4.33333 2.59298 -0.85425
```

---

This record from OMol25 describes C21H22FeN7O4S2 as an isolated structure. The level of theory is the ωB97M-V functional and the def2-TZVPD basis.

Properties
- HOMO energy: -4.95 eV
- Total charge: -1
- F_max: 1.09 eV/Å
- Orbital gap: 7.023 eV

```
57
C21H22FeN7O4S2 (the ωB97M-V functional and the def2-TZVPD basis)
Fe -0.04002 -0.23056 -0.05978
S 1.46778 1.12025 -1.41291
S -1.86291 0.38259 -1.36299
O -3.69104 -5.50405 2.41585
O -1.24733 -3.36427 -1.85667
O -3.47769 -4.30460 4.32378
O 0.38279 -2.07108 -0.96338
N 3.30193 0.44401 -3.31089
N -1.14333 -1.44697 0.99254
N -3.23518 2.57524 -0.70102
N -1.45945 2.21476 0.62686
N 1.76775 -1.05997 -3.03162
N 1.39118 -0.36027 1.31884
N -0.44381 1.38688 0.94798
C 3.16740 -0.31938 3.42170
C 0.31080 1.65724 1.96204
C -1.65788 -1.21577 2.20129
C 2.26602 -1.34613 1.47168
C -2.09204 -3.64173 1.04620
C 2.63641 -1.53530 -3.98667
C -3.05419 3.54473 -2.97247
C -1.37099 -2.64546 0.42581
C 2.24784 0.70702 3.26879
C 3.17780 -1.36587 2.51642
C -2.36072 -2.17918 2.89989
C 4.07873 1.64990 -3.14172
C -2.58247 -3.42643 2.33200
C -3.33814 -4.53133 3.10571
C 3.59367 -0.60369 -4.17352
C 2.19466 0.13287 -2.59274
C -3.83650 2.65131 -2.01904
C -0.73618 -2.75767 -0.94347
C -2.16326 1.77009 -0.42312
C 1.35751 0.65377 2.20340
C 0.16019 2.84890 2.84739
H 4.81956 1.52701 -2.35022
H 3.41168 2.46479 -2.87015
H 3.86546 -2.19411 2.61301
H 0.05085 2.54960 3.89279
H 1.03766 3.49790 2.78112
H 4.43053 -0.56596 -4.84722
H 2.20744 -2.12982 0.72633
H -0.71794 3.41408 2.54927
H 1.02033 -1.60130 -2.46362
H -4.86369 3.00367 -1.90267
H 2.21736 1.53105 3.96696
H -1.47936 -0.23203 2.61703
H -3.52313 3.57061 -3.95824
H 3.86401 -0.30003 4.25022
H -2.73742 -1.99450 3.89679
H -3.88793 1.63849 -2.41452
H 4.57901 1.88466 -4.07928
H -2.28005 -4.58588 0.55429
H -2.99861 4.57017 -2.59955
H 2.48428 -2.48577 -4.46545
H -2.03787 3.16435 -3.08666
H -3.17154 3.44316 -0.18645
```

---

> Which value of F_max does entry 1 give?

0.69 eV/Å

---

Repeat the third record exactly.
This record from OMol25 describes an isolated molecule of C21H22F3NO3. The level of theory is the ωB97M-V functional and the def2-TZVPD basis.

Properties
- SMILES: CC(=O)c1ccc(OCCCC(=O)NCCc2ccc(C(F)(F)F)cc2)cc1
- HOMO energy: -8.83 eV
- F_max: 0.59 eV/Å
- Orbital gap: 9.197 eV

```
50
C21H22F3NO3 (the ωB97M-V functional and the def2-TZVPD basis)
F -6.32611 -0.40239 -0.68037
F -6.52045 0.97861 0.95594
F -5.52551 -0.90420 1.25065
O 2.63793 1.89987 1.62984
O -1.76961 -2.65047 -1.42232
O 3.77291 -0.89094 1.03580
N 1.87894 1.61154 -0.47326
C 1.58755 -1.35203 1.66720
C -3.59503 0.15945 -1.00388
C 4.61810 0.45677 -0.86520
C -2.64277 2.35200 0.40370
C 0.30135 -1.76189 1.40811
C 4.81587 -0.71719 0.10283
C 2.86195 1.75646 0.44993
C -0.06548 -2.17701 0.12400
C -2.44397 -2.72390 0.85984
C 2.56031 -1.35098 0.65982
C -4.35771 0.72916 0.00757
C -0.47722 2.29016 -0.87582
C -3.88484 1.82837 0.71186
C 2.21639 -1.81332 -0.60967
C 4.26462 1.76318 -0.14709
C -2.35778 0.69535 -1.30279
C -1.86617 1.79201 -0.60257
C -1.44933 -2.53435 -0.25684
C 0.50081 1.38364 -0.11625
C -5.67601 0.11346 0.37318
C 0.91904 -2.20907 -0.86459
H 3.84411 0.21107 -1.59463
H -3.95999 -0.69907 -1.54552
H -0.35909 3.32415 -0.55210
H 0.42433 1.55427 0.95949
H -1.76668 0.24337 -2.08449
H -2.62928 -1.77180 1.35371
H 1.87752 -0.99623 2.64237
H 2.12145 1.48740 -1.44327
H -0.42742 -1.73031 2.20194
H -3.38190 -3.09150 0.45211
H -4.48507 2.26610 1.49473
H 5.55586 0.58726 -1.40946
H -0.26352 2.23020 -1.94532
H 0.63887 -2.54891 -1.85108
H 2.94802 -1.86964 -1.40111
H -2.27144 3.20207 0.95566
H 4.99071 -1.64175 -0.46377
H 5.69187 -0.52464 0.72849
H 0.23640 0.34106 -0.32435
H -2.06384 -3.42930 1.59443
H 4.96796 1.94089 0.66681
H 4.33333 2.59298 -0.85425
```

---

What did the third record say?
This record from OMol25 describes an isolated molecule of C21H22F3NO3. The level of theory is the ωB97M-V functional and the def2-TZVPD basis.

Properties
- SMILES: CC(=O)c1ccc(OCCCC(=O)NCCc2ccc(C(F)(F)F)cc2)cc1
- HOMO energy: -8.83 eV
- F_max: 0.59 eV/Å
- Orbital gap: 9.197 eV

```
50
C21H22F3NO3 (the ωB97M-V functional and the def2-TZVPD basis)
F -6.32611 -0.40239 -0.68037
F -6.52045 0.97861 0.95594
F -5.52551 -0.90420 1.25065
O 2.63793 1.89987 1.62984
O -1.76961 -2.65047 -1.42232
O 3.77291 -0.89094 1.03580
N 1.87894 1.61154 -0.47326
C 1.58755 -1.35203 1.66720
C -3.59503 0.15945 -1.00388
C 4.61810 0.45677 -0.86520
C -2.64277 2.35200 0.40370
C 0.30135 -1.76189 1.40811
C 4.81587 -0.71719 0.10283
C 2.86195 1.75646 0.44993
C -0.06548 -2.17701 0.12400
C -2.44397 -2.72390 0.85984
C 2.56031 -1.35098 0.65982
C -4.35771 0.72916 0.00757
C -0.47722 2.29016 -0.87582
C -3.88484 1.82837 0.71186
C 2.21639 -1.81332 -0.60967
C 4.26462 1.76318 -0.14709
C -2.35778 0.69535 -1.30279
C -1.86617 1.79201 -0.60257
C -1.44933 -2.53435 -0.25684
C 0.50081 1.38364 -0.11625
C -5.67601 0.11346 0.37318
C 0.91904 -2.20907 -0.86459
H 3.84411 0.21107 -1.59463
H -3.95999 -0.69907 -1.54552
H -0.35909 3.32415 -0.55210
H 0.42433 1.55427 0.95949
H -1.76668 0.24337 -2.08449
H -2.62928 -1.77180 1.35371
H 1.87752 -0.99623 2.64237
H 2.12145 1.48740 -1.44327
H -0.42742 -1.73031 2.20194
H -3.38190 -3.09150 0.45211
H -4.48507 2.26610 1.49473
H 5.55586 0.58726 -1.40946
H -0.26352 2.23020 -1.94532
H 0.63887 -2.54891 -1.85108
H 2.94802 -1.86964 -1.40111
H -2.27144 3.20207 0.95566
H 4.99071 -1.64175 -0.46377
H 5.69187 -0.52464 0.72849
H 0.23640 0.34106 -0.32435
H -2.06384 -3.42930 1.59443
H 4.96796 1.94089 0.66681
H 4.33333 2.59298 -0.85425
```

---

> Which value of F_max does entry 2 give?

3.22 eV/Å